# 1
The following is a quantum chemistry calculation of the ion C5H13N4P2S with charge +1, from OMol25.

The geometry in XYZ format:
```
25
Properties=species:S:1:pos:R:3:mulliken_charge:R:1
C 2.7215 -1.6256 0.7925 -1.13
C 2.2082 -0.1797 0.7246 -0.56
P 1.7497 0.3142 -0.9979 -0.01
C 2.7551 1.7944 -1.2616 -1.13
N 0.1891 1.1015 -0.7007 -0.11
C -0.8840 0.4042 -0.3778 0.44
N -2.1074 0.9081 -0.1149 -0.51
C -2.8711 -0.1295 0.1459 0.27
P -4.6592 0.0995 0.4754 0.18
S -5.7215 0.0140 -1.1192 -0.29
N -2.1901 -1.2736 0.0735 -0.19
N -0.9145 -0.9359 -0.2739 0.11
H 3.8014 -1.6683 0.6468 0.35
H 2.2440 -2.2785 0.0585 0.32
H 2.5259 -2.0431 1.7832 0.32
H 1.3402 -0.0323 1.3741 0.37
H 2.9695 0.5081 1.1027 0.47
H 3.7889 1.5201 -1.0377 0.37
H 2.6810 2.1355 -2.2931 0.37
H 2.4815 2.6038 -0.5786 0.40
H 0.0565 2.0986 -0.8094 0.29
H -4.5824 1.3268 1.1360 0.13
H -4.9173 -0.8455 1.4777 0.11
H -2.5014 -2.2237 0.2044 0.22
H -0.1637 -1.5929 -0.4307 0.22
```

Calculated values
* total charge: +1
* HOMO level: -12.35 eV
* electronic energy: -1497.9935 hartree
* gap between HOMO and LUMO: 8.82 eV


# 2
The following is a quantum chemistry calculation of a cluster of 2 separate species, C3H9NO in total at a distorted geometry, from OMol25.

The geometry in XYZ format:
```
14
Properties=species:S:1:pos:R:3:mulliken_charge:R:1
C 2.2228 -0.6988 -0.6374 -0.10
N 1.9070 0.4878 -0.9830 -0.24
H 2.0963 -1.0458 0.3821 0.28
H 2.5209 -1.4325 -1.3811 0.28
H 1.5815 0.6134 -1.9343 0.31
H 1.2553 0.8357 -0.2232 0.29
C -0.9903 0.3928 1.1569 -0.42
O 0.2494 -0.2238 1.0306 -0.83
C -1.9282 -0.0576 0.0214 -0.84
H -0.7792 1.4773 1.1078 0.21
H -1.4547 0.0712 2.0971 0.26
H -1.5065 0.0910 -0.9709 0.21
H -2.8503 0.5429 0.1183 0.34
H -2.3240 -1.0537 0.2156 0.24
```

Calculated values
* HOMO level: -7.10 eV
* electronic energy: -249.5580 hartree
* relative energy (zero: lowest compared OMol25 entry of this formula, charge and spin): 97.7 kcal per mole
* gap between HOMO and LUMO: 6.22 eV


# 3
The following is a quantum chemistry calculation of a cluster of 2 separate species, C3H8O2 in total at a distorted geometry, from OMol25.

The geometry in XYZ format:
```
13
Properties=species:S:1:pos:R:3:mulliken_charge:R:1
C -2.0520 -0.1323 -2.1318 -0.93
C -1.1337 0.0701 -0.8606 0.31
O 0.0446 0.5462 -1.0614 -0.48
H -2.3131 0.8734 -2.4610 0.28
H -2.9862 -0.7046 -1.8864 0.30
H -1.6002 -0.5675 -2.9534 0.30
H -1.8594 0.0572 0.0835 0.23
C 1.7186 -0.0776 2.1303 -0.31
O 2.9827 0.0943 1.5667 -0.51
H 1.0600 -0.6227 1.3905 0.08
H 1.6993 -0.7111 3.0515 0.23
H 1.4252 0.9395 2.4445 0.21
H 3.0142 0.2352 0.6876 0.29
```

Calculated values
* HOMO level: -10.06 eV
* electronic energy: -269.4993 hartree
* relative energy (zero: lowest compared OMol25 entry of this formula, charge and spin): 60.0 kcal per mole
* gap between HOMO and LUMO: 10.36 eV


# 4
The following is a quantum chemistry calculation of a cluster of 2 separate species, C4H11N3O in total at a distorted geometry, from OMol25.

The geometry in XYZ format:
```
19
Properties=species:S:1:pos:R:3:mulliken_charge:R:1
C -3.4069 -0.2241 -0.9546 -0.32
N -2.7574 -0.7533 -0.0007 0.46
O -2.9167 -0.6284 1.2286 -0.65
C -1.6707 -1.7355 -0.1984 -0.64
N -0.4258 -1.0581 -0.3044 -0.40
C 0.4446 -1.0812 0.5672 0.04
C 1.7050 -0.3535 0.3533 -1.12
H -3.2845 -0.3585 -2.0923 0.23
H -4.2333 0.4719 -0.6919 0.27
H -1.7622 -2.4176 0.7916 0.31
H -1.8661 -2.3734 -1.0567 0.41
H 0.2322 -1.4467 1.5404 0.40
H 2.4773 -0.9418 0.7046 0.41
H 1.9841 -0.1475 -0.7177 0.27
H 1.9528 0.5086 0.8988 0.32
N 3.5374 3.0566 0.0938 -0.63
H 3.8738 3.9509 -0.4129 0.21
H 3.3574 2.1820 -0.4557 0.22
H 2.7591 3.3498 0.7070 0.22
```

Calculated values
* HOMO level (alpha / beta): -8.91 / -8.91 eV
* electronic energy: -398.3625 hartree
* relative energy (zero: lowest compared OMol25 entry of this formula, charge and spin): 120.3 kcal per mole
* gap between HOMO and LUMO (alpha / beta): 9.74 / 9.74 eV